1.
{"formula": "C4H30N2O9S2", "method": "ωB97M-V/def2-TZVPD", "gap_ev": 8.886, "smiles": "CN[C@@H](CN)CSS.O.O.O.O.O.O.O.O.O", "homo_energy_ev": -8.639, "relative_energy_ev": 2.7659, "lumo_energy_ev": 0.247, "largest_force_ev_per_a": 11.5, "elements": ["S", "S", "C", "C", "C", "N", "N", "C", "H", "H", "H", "H", "H", "H", "H", "H", "H", "H", "H", "H", "H", "H", "O", "H", "H", "O", "H", "H", "O", "H", "H", "O", "H", "H", "O", "H", "H", "O", "H", "H", "O", "H", "H", "O", "H", "H", "O"], "xyz": [[-0.72565, 3.21567, 3.69227], [-1.19895, 1.36223, 3.45120], [0.15675, 0.28290, 3.93867], [0.84099, -0.40899, 2.60644], [1.89094, 0.74724, 2.18425], [3.28371, 0.42238, 1.89448], [0.06182, -0.71435, 1.40388], [0.52481, -1.99937, 0.87521], [-0.28672, 3.51654, 2.37128], [1.01059, 0.96304, 4.14922], [-0.28255, -0.52132, 4.33882], [1.36177, -1.32841, 3.02931], [1.81258, 1.48598, 3.06827], [1.46258, 1.33655, 1.35116], [3.60061, -0.47169, 2.31434], [3.90177, 1.18811, 2.04274], [0.08249, 0.01695, 0.68289], [1.47946, -1.93276, 0.50162], [0.64633, -2.74673, 1.74802], [-0.21303, -2.56989, 0.37294], [2.22154, 0.37572, -0.58676], [1.49681, 0.02771, -1.74733], [1.50931, 0.73617, -1.20784], [1.80220, -2.13978, -2.94805], [0.47756, -1.34492, -2.98551], [1.40561, -1.22769, -3.02114], [-2.23788, 1.37161, -3.85680], [-2.25214, 2.47770, -2.80639], [-2.58989, 1.58444, -3.04010], [-1.75549, -2.59727, -3.71070], [-1.90166, -2.00106, -2.28366], [-1.34195, -2.55136, -2.81381], [-0.88855, 1.50315, -0.18219], [0.46793, 1.82652, -0.39135], [-0.35652, 2.20381, -0.31386], [1.33356, 3.74387, -1.41769], [1.94242, 2.86908, -2.40528], [1.82584, 3.90167, -2.25190], [-3.14353, 0.73161, 0.26363], [-4.23186, 0.49978, 1.12757], [-4.07172, 0.72890, 0.27525], [-3.43636, -1.15717, -0.54225], [-3.80249, -0.40304, -1.81165], [-3.26561, -1.19626, -1.53083], [0.96270, -4.52093, -1.83314], [-0.12273, -3.46562, -2.25316], [0.54262, -3.82072, -1.74206]]}

2.
{"formula": "C4H30NO13", "method": "ωB97M-V/def2-TZVPD", "gap_ev": 10.865, "homo_energy_ev": -13.492, "relative_energy_ev": 0.3757, "lumo_energy_ev": -2.627, "largest_force_ev_per_a": 2.2, "total_charge": 1, "elements": ["O", "C", "O", "C", "C", "C", "O", "N", "H", "H", "H", "H", "H", "H", "H", "H", "H", "H", "H", "H", "O", "H", "H", "O", "H", "H", "O", "H", "H", "O", "H", "H", "O", "H", "H", "O", "H", "H", "O", "H", "H", "O", "H", "H", "O", "H", "H", "O"], "xyz": [[0.47336, 1.19466, -2.16029], [0.83494, 0.71058, -1.11974], [0.11114, 0.77149, -0.00585], [2.22891, 0.14493, -0.90677], [2.64375, -0.67898, -2.18198], [1.81925, -1.93401, -2.42459], [2.70331, 0.17998, -3.27411], [2.40973, -0.74252, 0.27247], [-0.84679, 0.66547, -0.25833], [2.90682, 0.98063, -0.82569], [3.68585, -0.95407, -2.02989], [2.37185, -2.54754, -3.13367], [0.91124, -1.69768, -2.98624], [1.57304, -2.50096, -1.52514], [1.88591, 0.66844, -3.43092], [1.76708, -0.47061, 1.00935], [3.36264, -0.59151, 0.60693], [2.13975, -1.70728, 0.08183], [-2.23852, 1.04292, -4.10303], [-3.40705, 1.67217, -3.41946], [-2.44211, 1.62118, -3.35601], [-0.50058, 0.12437, 5.25890], [-1.81261, -0.18452, 4.52750], [-0.95737, -0.55742, 4.75829], [-3.78414, -2.09714, 1.09718], [-2.97909, -0.87530, 1.52096], [-3.49223, -1.60914, 1.87498], [2.37881, 3.07781, 1.34033], [1.19917, 2.38577, 1.87313], [2.01993, 2.18013, 1.38533], [-3.16326, 0.24773, -1.07508], [-2.23981, 1.22791, -1.68856], [-2.41396, 0.79567, -0.80784], [-0.57775, -2.51502, 1.08319], [-0.39929, -1.05898, 1.59379], [0.06962, -1.79722, 1.19585], [-1.39793, -3.75305, -0.49424], [-2.15753, -4.40070, 0.75057], [-1.90760, -3.58169, 0.30476], [-4.86572, 0.94952, 2.12219], [-4.25384, 1.83539, 0.98346], [-5.06604, 1.57067, 1.41760], [-1.59399, 1.89245, 1.76946], [-0.83120, 3.27655, 1.97023], [-0.92483, 2.36668, 2.26377], [5.26299, 1.17222, -0.56351], [4.86021, 2.17353, 0.55455], [4.63393, 1.32650, 0.15432]]}

3.
{"formula": "C4H31N2O12", "method": "ωB97M-V/def2-TZVPD", "gap_ev": 10.339, "homo_energy_ev": -12.643, "relative_energy_ev": 1.6965, "lumo_energy_ev": -2.305, "largest_force_ev_per_a": 2.5, "total_charge": 1, "elements": ["N", "C", "C", "N", "C", "C", "O", "O", "H", "H", "H", "H", "H", "H", "H", "H", "H", "H", "H", "H", "H", "O", "H", "H", "O", "H", "H", "O", "H", "H", "O", "H", "H", "O", "H", "H", "O", "H", "H", "O", "H", "H", "O", "H", "H", "O", "H", "H", "O"], "xyz": [[-1.31140, 1.98218, -0.76946], [-2.01550, 0.65246, -0.90139], [-1.05295, -0.43760, -1.32574], [-1.30977, -1.75225, -1.26454], [-2.33429, -2.32782, -0.44224], [-1.91054, -2.33944, 1.04669], [-0.59634, -1.79445, 1.13807], [-0.00960, -0.04444, -1.86054], [-0.25853, 1.89212, -0.94669], [-1.17827, 2.27909, 0.21792], [-1.69108, 2.69762, -1.38029], [-2.33761, 0.34785, 0.08700], [-2.79652, 0.82607, -1.64229], [-0.56654, -2.34599, -1.59990], [-3.24315, -1.70428, -0.47881], [-2.69390, -3.28843, -0.83025], [-1.70893, -3.34776, 1.48334], [-2.59534, -1.86906, 1.75707], [-0.54916, -1.08739, 1.81935], [4.27673, 0.86331, 1.26949], [3.05413, 0.46042, 0.45216], [3.40066, 1.16390, 1.04183], [1.44214, 1.84840, -2.22054], [1.84353, 2.88147, -1.02626], [1.17447, 2.57026, -1.64167], [0.68752, -4.86750, -0.44994], [-0.16778, -3.96725, 0.54706], [-0.06917, -4.29641, -0.35600], [2.58737, -3.45962, 0.64257], [1.45261, -2.67120, 0.02623], [2.37123, -2.91990, -0.13084], [0.86046, 0.30542, 4.58459], [1.71180, 0.66365, 3.27364], [0.83961, 0.69901, 3.70486], [-3.27379, 2.04996, -4.16625], [-2.62402, 0.70204, -4.24061], [-2.88647, 1.37532, -3.60385], [0.75383, 2.94328, 1.21188], [-0.00277, 2.90951, 2.53389], [0.00275, 2.49807, 1.66051], [-2.19148, -0.09809, 3.23231], [-1.08008, 0.82577, 2.95237], [-1.71223, 0.25891, 2.47418], [3.22611, -1.25609, -1.17206], [1.90691, -0.65497, -0.92203], [2.79465, -0.37030, -1.14856], [2.77946, 4.43407, 1.19420], [3.22511, 3.07439, 1.00647], [2.43392, 3.62348, 0.79566]]}

4.
{"formula": "C4H32N2O13", "method": "ωB97M-V/def2-TZVPD", "gap_ev": 8.732, "homo_energy_ev": -8.562, "relative_energy_ev": 2.9913, "lumo_energy_ev": 0.171, "largest_force_ev_per_a": 3.5, "elements": ["C", "C", "C", "N", "C", "N", "H", "H", "H", "H", "H", "H", "H", "H", "O", "H", "H", "O", "H", "H", "O", "H", "H", "O", "H", "H", "O", "H", "H", "O", "H", "H", "O", "H", "H", "O", "H", "H", "O", "H", "H", "O", "H", "H", "O", "H", "H", "O", "H", "H", "O"], "xyz": [[0.83961, 1.27266, -4.21163], [-0.22010, 1.70224, -3.27436], [-1.55824, 1.48488, -3.26276], [-2.14706, 2.09023, -2.16209], [-1.11536, 2.62158, -1.52765], [0.12440, 2.31261, -2.09226], [1.10240, 0.23364, -3.89564], [0.48351, 1.16942, -5.25004], [1.73352, 1.91315, -4.29466], [-2.20403, 0.98598, -3.96535], [-1.30968, 3.43420, -0.77367], [0.97467, 2.40392, -1.55319], [-1.42199, -0.59816, 1.08460], [-1.64432, 0.68125, 0.12432], [-1.34523, 0.35243, 0.97988], [1.30860, 2.53860, 2.81719], [2.47953, 3.06916, 1.97991], [1.56022, 2.73021, 1.87481], [-0.22636, -4.02576, 1.64023], [0.79529, -3.05735, 2.07333], [0.69501, -3.81147, 1.43915], [-0.35913, 3.63921, 2.09549], [-1.33703, 2.63101, 1.49899], [-1.28681, 3.35445, 2.14482], [-0.02365, -1.39740, -2.09417], [-1.02059, -1.09931, -1.02111], [-0.29672, -0.68044, -1.50574], [-3.16249, -0.49767, -2.04251], [-3.58385, -1.57301, -2.86778], [-3.25468, -1.46223, -1.95918], [0.80340, -1.87908, 3.48425], [-0.34791, -2.34969, 4.25034], [-0.14162, -2.09040, 3.34187], [-0.64116, 2.15179, 3.38664], [0.09923, 0.77308, 3.32886], [0.11776, 1.64191, 3.76490], [2.49574, -0.70549, 2.15578], [2.23903, -0.13843, 3.47259], [2.61478, -0.94209, 3.08686], [1.06671, -4.03772, -1.57821], [0.08267, -3.53339, -0.50667], [0.31244, -3.45479, -1.44347], [-2.16426, -4.18478, -1.44000], [-3.45907, -3.67258, -0.76638], [-2.60481, -4.08153, -0.58762], [4.44009, -0.01123, 1.14317], [3.02027, 0.71144, 1.00327], [3.93530, 0.78418, 1.32059], [1.37797, 1.57711, 0.58295], [0.67299, 0.27277, -0.08327], [1.50101, 0.75089, 0.08461]]}